ORCA calculation (ωB97M-V/def2-TZVPD) on 9 unconnected molecules or ions with the total composition C48H108F6N9O12S6 in a non-equilibrium geometry.

XYZ file:
```
189
Properties=species:S:1:pos:R:3:forces:R:3
C 4.290 1.576 4.735 -0.2694 -0.3068 -0.5972
C 3.476 0.502 5.512 0.1557 0.7643 -1.8978
C 2.741 -0.505 4.551 0.5341 0.0932 1.0105
N 2.101 -1.604 5.368 -0.5043 0.5238 -0.3380
C 1.078 -0.960 6.321 0.9826 -1.3776 0.7532
C 1.446 -2.621 4.412 -1.4446 -0.9170 1.2427
C 2.026 -3.991 4.745 1.3503 -0.6546 -0.9017
C 2.592 -3.844 6.107 0.5945 0.5304 2.0147
C 3.174 -2.446 6.157 -1.1427 0.5940 -1.3974
H 3.686 2.317 4.211 -0.4349 0.3944 0.7056
H 4.817 1.213 3.852 0.4888 -0.7382 0.3555
H 5.008 2.031 5.417 -0.1486 0.2388 -0.2454
H 2.777 1.063 6.132 -0.1238 -0.2930 0.0428
H 4.217 0.043 6.166 -0.3765 -0.5568 -0.0514
H 3.380 -0.971 3.801 0.6650 -0.2605 0.5060
H 1.974 -0.142 3.867 -0.3626 0.7846 0.5645
H 0.357 -0.286 5.859 0.5061 -0.1291 -0.2462
H 1.666 -0.530 7.132 -0.1632 0.6236 -0.3560
H 0.548 -1.748 6.856 -0.1668 -0.2488 -0.4742
H 0.433 -2.742 4.796 -0.2479 0.4917 -0.1439
H 1.321 -2.315 3.373 0.7365 0.2432 0.1144
H 1.317 -4.818 4.699 -0.1790 0.3128 -0.2542
H 2.896 -4.310 4.170 -0.3347 0.2994 -0.8047
H 1.838 -3.983 6.883 0.0933 -0.0178 0.2112
H 3.451 -4.480 6.317 -0.3732 -0.5171 0.0028
H 3.407 -2.005 7.125 -0.1713 -0.0486 -0.1738
H 4.008 -2.374 5.458 0.3460 -0.1318 0.3820
C -9.068 -4.135 0.214 1.2883 -0.3361 1.1110
C -7.623 -3.693 -0.084 0.2042 0.5613 -0.9488
C -7.059 -2.585 0.813 -0.1689 -0.9508 0.3354
N -5.595 -2.179 0.569 -0.7265 -1.1026 0.3483
C -4.712 -3.407 0.928 -1.2529 0.3762 -0.7578
C -5.259 -0.977 1.493 -0.4231 0.0459 -2.7053
C -4.498 -0.047 0.483 0.8291 -0.1872 0.4595
C -4.229 -0.814 -0.867 -0.3497 -0.1276 1.2349
C -5.399 -1.765 -0.896 -0.3234 0.0515 0.3596
H -9.272 -4.907 -0.527 -0.6702 0.3659 0.0358
H -9.747 -3.284 0.275 -0.1202 -0.1791 -0.5964
H -9.114 -4.607 1.196 -0.0771 -0.1648 0.0509
H -7.708 -3.351 -1.115 0.3468 0.4922 -0.1309
H -6.914 -4.516 -0.176 -0.2676 -0.3468 0.4485
H -7.051 -2.929 1.847 -0.1429 -0.0041 0.1072
H -7.746 -1.739 0.781 0.5101 0.4077 -0.2256
H -3.653 -3.165 1.022 -0.2488 0.2689 0.1551
H -4.861 -4.135 0.131 0.2432 0.1467 -0.0684
H -5.185 -3.866 1.796 0.5390 0.2639 0.2859
H -4.786 -1.327 2.410 0.1775 0.0446 -0.3362
H -6.221 -0.506 1.696 0.1445 -0.1807 0.3949
H -3.584 0.304 0.960 0.0686 0.1373 -0.3856
H -5.118 0.824 0.270 0.1117 -0.0200 0.0208
H -3.333 -1.436 -0.856 0.2690 0.5234 0.2321
H -4.198 -0.121 -1.708 -0.0206 -0.0992 0.1425
H -5.274 -2.672 -1.487 0.1001 0.0249 0.1099
H -6.313 -1.288 -1.251 -0.0990 0.0746 0.2940
C 1.234 9.346 -4.841 0.2035 2.9753 2.7273
C 1.333 7.896 -4.966 0.0441 -1.3038 -0.6920
C 2.267 7.279 -3.894 -0.6847 -1.6677 -0.7618
N 2.355 5.696 -3.937 1.2844 0.0181 -0.9710
C 3.081 5.179 -5.237 -0.5770 1.3962 1.1323
C 0.985 4.979 -3.830 1.4325 0.0472 0.9711
C 1.137 4.179 -2.526 -0.3512 -0.4316 0.2234
C 2.645 3.928 -2.367 -0.4474 0.0028 -0.2003
C 3.168 5.269 -2.677 -0.2275 1.8764 -1.2151
H 0.576 9.976 -5.439 0.1133 -0.7796 -0.6748
H 2.183 9.868 -4.720 0.3857 -0.1326 -0.7947
H 0.859 9.556 -3.839 -0.4417 0.0339 0.3589
H 1.576 7.748 -6.018 0.4486 -0.9424 0.0999
H 0.330 7.507 -4.791 0.0259 -0.2857 -0.2069
H 1.815 7.420 -2.913 0.0505 0.3850 -0.0349
H 3.314 7.581 -3.872 -0.1627 0.3532 -0.2424
H 2.460 5.549 -6.053 0.1967 -0.2999 -0.0767
H 3.206 4.097 -5.257 -0.4359 0.1259 0.2726
H 4.074 5.628 -5.282 -0.1310 0.1650 0.0411
H 0.958 4.275 -4.662 -0.5111 0.4417 -0.1073
H 0.225 5.761 -3.814 -0.1701 -0.5946 -0.1404
H 0.520 3.281 -2.558 0.0517 0.0444 0.0377
H 0.804 4.759 -1.664 -0.1819 0.0836 -0.0682
H 3.044 3.286 -3.152 -0.1006 -0.6680 0.3358
H 2.961 3.641 -1.364 -0.1874 -0.3981 -0.1682
H 4.230 5.388 -2.890 -0.0437 -0.1640 -0.1155
H 2.891 6.031 -1.948 0.0847 -0.2652 0.3049
C 4.532 1.590 0.831 -0.6669 0.8132 0.9927
C 4.070 0.189 0.499 1.1792 -0.6623 -1.3027
C 5.076 -0.333 -0.625 -0.2382 -0.7747 -0.0188
N 4.670 -1.504 -1.568 -0.4451 1.4468 0.2249
C 3.951 -2.509 -0.724 -0.6675 -0.5059 0.5433
C 3.762 -0.923 -2.696 0.1520 -1.1894 -0.2270
C 4.326 -1.421 -4.026 0.0493 -0.9541 0.1666
C 5.265 -2.614 -3.595 -0.0797 1.4823 -2.1104
C 5.883 -2.099 -2.356 -1.2430 -0.2434 0.6596
H 3.907 1.958 1.644 0.0038 -0.0574 0.3382
H 4.302 2.331 0.065 0.3202 -0.3188 -0.4652
H 5.558 1.709 1.177 0.0935 -0.2338 -0.2639
H 3.011 0.240 0.246 0.0916 -0.1423 -0.6110
H 4.124 -0.485 1.354 0.2141 0.0609 0.0964
H 5.995 -0.739 -0.203 -0.0300 0.3613 0.5281
H 5.368 0.488 -1.281 -0.1015 -0.0334 -0.0119
H 3.429 -3.299 -1.263 0.8405 -0.2885 -0.4847
H 3.096 -2.127 -0.166 0.2006 0.9712 -0.3013
H 4.597 -2.884 0.070 0.3472 -0.2721 -0.4828
H 2.808 -1.442 -2.610 -0.1415 0.8131 0.5821
H 3.752 0.166 -2.657 -0.4240 -0.2739 0.4598
H 3.521 -1.764 -4.675 -0.0395 -0.0787 0.0951
H 4.809 -0.634 -4.605 0.4749 -0.1388 0.2654
H 4.785 -3.593 -3.597 0.0983 0.1568 0.2104
H 6.108 -2.554 -4.284 -0.2050 -0.9544 -0.4543
H 6.399 -2.913 -1.846 0.0472 0.5786 0.6465
H 6.516 -1.292 -2.726 0.1466 0.2249 0.9787
C -4.954 3.144 4.141 -1.0947 0.1953 -0.1537
C -3.501 2.989 4.500 2.6022 -1.6109 -0.7457
C -2.511 2.771 3.238 -0.9345 0.7182 0.9360
N -1.006 2.778 3.506 -0.5740 1.1521 0.9070
C -0.607 1.613 4.411 0.2251 0.6879 -1.7054
C -0.574 4.090 4.175 0.1538 0.5024 0.2973
C 0.633 4.603 3.412 0.8183 0.2500 0.0565
C 0.367 4.201 2.014 -1.3487 0.1311 -1.8257
C -0.204 2.798 2.142 0.2809 -0.2298 0.9143
H -5.400 3.915 4.769 0.0183 0.0493 -0.0872
H -5.585 2.270 4.299 0.3705 -0.2853 0.1677
H -5.169 3.426 3.110 0.4261 0.2274 -0.1150
H -3.276 2.061 5.025 -0.7097 -0.0249 0.6442
H -3.164 3.776 5.174 0.1164 0.2047 -0.3508
H -2.781 3.569 2.546 0.5992 -0.2524 -0.5237
H -2.633 1.775 2.812 -0.5679 0.1929 -0.2390
H -1.167 1.484 5.337 -0.2061 0.6512 -0.2234
H 0.436 1.863 4.605 0.0813 -0.7047 0.2182
H -0.755 0.743 3.771 0.4138 -0.2869 0.2227
H -0.283 4.043 5.224 -0.4324 -0.8608 0.1070
H -1.447 4.742 4.148 0.2839 0.2152 -0.3669
H 1.575 4.108 3.647 -0.0494 -0.2650 0.8858
H 0.827 5.661 3.585 -0.2983 0.0158 -0.0922
H 1.175 4.165 1.284 0.4556 -0.0425 0.4266
H -0.337 4.882 1.534 -0.4460 -0.0978 0.0615
H 0.630 2.127 2.348 -0.0944 -0.2868 -0.2691
H -0.773 2.458 1.277 -0.3358 -0.1202 0.3611
C -2.373 -0.245 -4.448 0.3712 0.3208 0.1629
C -2.044 -1.708 -4.544 -0.1036 -0.0786 0.2355
C -1.786 -2.360 -3.181 1.1166 -0.5311 -0.8344
N -0.891 -3.606 -3.312 -0.0266 0.3707 -0.9828
C 0.598 -3.261 -3.698 -0.9197 -0.2820 0.4038
C -0.882 -4.377 -1.974 1.2702 -0.6014 -2.3457
C -0.523 -5.818 -2.460 -0.3318 0.0108 0.9169
C -1.104 -6.030 -3.899 -0.1202 1.0883 0.7522
C -1.508 -4.600 -4.362 0.8782 -0.5721 0.8938
H -2.633 0.053 -5.464 -0.6604 0.3980 0.3381
H -1.506 0.360 -4.184 0.0426 -0.0694 0.2290
H -3.120 -0.096 -3.669 -0.3004 0.4720 -0.4723
H -1.236 -1.756 -5.274 0.2632 -0.6385 0.2472
H -2.919 -2.197 -4.972 0.1574 -0.2182 -0.2261
H -2.734 -2.703 -2.766 0.0770 -0.1447 0.0343
H -1.312 -1.728 -2.430 -0.0252 0.1288 -0.2745
H 0.774 -2.837 -4.687 -0.9185 -0.1773 -0.1717
H 1.168 -4.189 -3.645 -0.1461 0.0123 0.2015
H 0.994 -2.517 -3.006 -0.3709 -0.2822 0.3301
H -0.051 -3.945 -1.415 -0.4549 -0.1180 0.5111
H -1.871 -4.260 -1.532 0.2583 -0.0671 0.0955
H 0.546 -6.007 -2.358 0.0241 0.2327 -0.3313
H -0.920 -6.466 -1.679 -0.2332 -0.4388 -0.3696
H -0.417 -6.406 -4.658 0.2452 -0.3147 0.5624
H -1.979 -6.680 -3.892 0.0962 0.0443 0.0287
H -1.051 -4.462 -5.342 -0.4306 0.7286 0.1089
H -2.592 -4.486 -4.354 0.2099 0.3658 -0.0954
N 0.789 -1.144 -1.022 -0.4540 -4.0610 3.0491
S -0.028 -1.451 0.393 -0.8936 -6.4829 3.0622
O -1.417 -1.947 0.361 3.2376 0.7042 -0.6256
O 0.319 -0.616 1.485 -0.1207 1.4853 0.5328
F 0.912 -2.715 0.801 -1.0618 0.3932 -0.8998
S 0.179 0.204 -1.064 -0.9268 12.2582 -4.9720
O 0.865 1.357 -0.425 -0.5471 -2.6784 -0.6009
O -1.256 0.378 -1.109 1.2387 -1.3800 0.4984
F 0.605 0.479 -2.620 -0.0460 -0.2488 0.3503
N -3.977 4.288 -1.893 0.4869 6.0159 2.7522
S -2.919 5.149 -0.865 -0.9056 6.4589 0.4240
O -1.630 5.666 -1.398 -2.5893 -1.9627 0.8031
O -2.962 4.830 0.546 0.1266 -0.0303 -1.3466
F -3.870 6.484 -0.967 1.1150 -1.2975 0.2676
S -3.114 3.107 -1.859 2.9828 -9.4376 -3.2949
O -2.918 2.409 -0.597 0.6824 1.1008 -0.5282
O -2.061 3.036 -2.886 -0.8163 0.2819 2.0594
F -4.207 2.163 -2.482 -0.8116 -1.0697 -0.8228
N 2.497 -7.303 1.515 1.7219 7.2601 0.7836
S 1.627 -5.979 0.987 0.2290 5.5497 0.4381
O 0.298 -5.635 1.466 1.2532 -1.1472 -0.4278
O 1.892 -5.515 -0.372 0.1479 -1.0396 0.9251
F 2.443 -4.886 1.835 0.8655 -0.0993 0.2075
S 1.523 -8.209 0.917 -7.5272 -11.8198 0.7842
O 1.517 -8.468 -0.480 0.1962 0.9179 -0.8752
O 0.181 -8.265 1.591 3.1966 0.5154 -1.8109
F 2.218 -9.542 1.501 -0.0975 0.4632 -0.2725
```
Forces are in eV/Å.

HOMO-LUMO gap, hartree: 0.2947
Total charge: +3
Largest force on an atom, eV/A: 14.035
Lowest unoccupied orbital energy, Eh: -0.2064
Energy above the lowest of the compared OMol25 structures with the same formula, charge and spin, kcal per mole: 0.00